No. 1
Density functional theory data (wB97M-V/def2-TZVPD) for a cluster of 8 separate species, C22H60O8 in total in a non-equilibrium geometry.

Structure (XYZ):
```
90
Properties=species:S:1:pos:R:3:forces:R:3
C -2.999105 1.882910 -1.951848 0.5 0.3 -1.7
C -1.495356 2.204139 -2.039529 -2.6 0.0 -1.7
O -1.117366 2.333332 -0.738870 2.0 -0.2 1.5
H -3.583394 2.630884 -1.415900 0.3 -0.1 0.3
H -3.093378 0.890533 -1.510930 -0.4 0.1 -0.1
H -3.347649 1.960273 -2.981713 -0.5 -0.7 -0.1
H -1.357668 3.143526 -2.574974 0.1 0.2 -0.2
H -0.992516 1.450268 -2.645278 0.4 -0.2 0.5
H -1.464268 3.209860 -0.557352 0.2 0.7 1.3
C 1.898584 -4.630422 -1.833813 -0.1 0.5 -0.5
C 2.541157 -4.904963 -0.497767 -1.3 0.3 -0.8
O 1.468488 -5.462138 0.282375 1.3 0.1 0.2
H 2.519549 -3.928457 -2.390357 0.1 -0.3 -0.4
H 0.936972 -4.131057 -1.715340 -0.1 0.1 0.4
H 1.672427 -5.537087 -2.394983 0.4 0.0 -0.1
H 2.881276 -3.957031 -0.080821 0.1 0.0 0.2
H 3.407111 -5.543627 -0.671885 -0.1 -0.4 0.5
H 1.872301 -5.606544 1.141269 -0.4 -0.3 0.4
C -4.846357 -0.004743 1.056465 0.6 0.2 -0.4
C -4.396913 1.035813 2.103976 -0.3 0.0 -0.6
C -3.980715 2.376295 1.522049 0.1 -1.0 -1.1
O -5.489312 1.257405 2.937917 -0.4 -0.3 1.6
H -5.666778 0.366658 0.442398 0.0 0.3 0.0
H -5.207099 -0.944890 1.473717 0.1 0.2 0.5
H -4.024669 -0.263086 0.388498 0.2 0.0 -0.2
H -3.544859 0.628855 2.648488 -0.3 -0.1 0.6
H -4.829306 2.659458 0.899308 0.0 0.6 -0.1
H -3.155692 2.152592 0.845750 0.2 0.5 0.0
H -3.721623 3.167427 2.225680 -0.1 -0.3 0.1
H -6.115283 1.827621 2.485567 0.0 0.1 -0.1
C 3.835946 -0.796597 4.537127 -0.5 -0.7 -0.9
C 3.227628 -1.916031 3.640468 0.1 0.9 -0.5
C 4.035158 -2.161624 2.346635 -0.1 0.3 0.4
O 3.107721 -3.081401 4.420552 0.5 -1.0 0.0
H 3.957435 0.159249 4.027511 -0.1 0.0 -0.1
H 4.815909 -1.160574 4.845821 -0.1 0.1 0.2
H 3.167105 -0.669247 5.388323 0.3 0.1 0.2
H 2.200765 -1.716050 3.334440 0.0 0.7 -0.2
H 4.033055 -1.289830 1.692348 -0.1 0.4 0.3
H 3.614824 -2.931525 1.699581 0.1 -0.4 0.4
H 5.088114 -2.340117 2.564624 0.0 -0.4 0.0
H 2.335115 -2.981586 4.981543 0.1 0.0 0.1
C -1.958229 -2.340191 -2.049603 -0.2 -0.2 1.4
C -1.732909 -2.773041 -3.568302 1.5 -2.0 -0.3
C -0.409434 -2.246914 -4.037594 -0.2 0.5 0.2
O -1.695760 -4.224538 -3.551011 0.7 2.7 0.0
H -1.049440 -2.549701 -1.485417 0.1 -0.2 -0.3
H -2.789174 -2.860197 -1.572910 -0.1 0.0 -0.2
H -2.120992 -1.263184 -2.008928 -0.1 0.1 -0.5
H -2.596181 -2.381571 -4.106456 -0.5 -0.2 0.0
H -0.407851 -1.168625 -3.878222 0.0 0.1 -0.2
H -0.220205 -2.439624 -5.093597 0.0 -0.2 0.0
H 0.410849 -2.602734 -3.414186 0.0 -0.3 -0.1
H -2.524142 -4.637587 -3.296504 -0.9 -0.2 0.1
C 2.423564 1.821402 -1.415184 1.1 0.1 -0.7
C 2.479445 0.560772 -2.281615 -0.1 -0.3 1.6
C 3.098078 -0.666547 -1.650163 0.4 -0.4 0.9
O 1.155449 0.269539 -2.573124 -1.5 -0.5 -2.5
H 3.428800 1.941088 -1.011114 -0.1 0.6 0.4
H 1.637721 1.844384 -0.660179 0.2 -0.6 0.2
H 2.163638 2.665637 -2.053785 0.3 0.1 -0.1
H 3.096587 0.656970 -3.174916 -0.6 0.7 -0.4
H 4.171464 -0.546932 -1.503064 0.1 0.0 0.0
H 2.926487 -1.551788 -2.262524 0.1 0.1 -0.3
H 2.662696 -0.920300 -0.683646 -0.1 0.2 0.2
H 0.648124 0.020579 -1.797087 0.5 -0.1 0.7
C -0.187304 4.894037 1.857367 -0.4 0.4 -0.6
C -0.500318 5.658534 0.558520 2.7 0.8 0.4
C 0.687290 5.563858 -0.383125 0.8 -0.2 -0.2
O -1.572330 5.093482 -0.077260 -2.3 -1.3 -0.6
H -0.067930 3.827341 1.667606 -0.3 -0.1 -0.3
H -1.005378 5.043988 2.561894 0.3 0.0 0.2
H 0.786264 5.198198 2.241751 -0.3 0.4 0.2
H -0.657738 6.725820 0.714172 -0.4 0.1 0.6
H 0.980181 4.513968 -0.377379 0.4 0.0 -0.3
H 1.536759 6.206731 -0.152419 0.1 -0.2 0.6
H 0.487383 5.865075 -1.411426 -0.6 -0.1 -0.1
H -1.719493 5.550368 -0.908649 -0.1 0.2 -0.1
C -0.292438 -2.012398 1.336115 0.1 -0.5 0.3
C -0.363203 -0.517817 1.091437 0.5 -0.8 -0.1
C 0.783434 0.210050 1.719667 0.2 0.8 1.0
O -0.315830 -0.269705 -0.306912 -0.5 -0.7 -0.7
H -1.086287 -2.571805 0.841158 0.0 0.1 -0.2
H -0.353102 -2.304466 2.384502 -0.4 0.5 0.2
H 0.676479 -2.445377 1.087460 0.1 0.2 -0.6
H -1.299366 -0.091517 1.451959 -0.2 -0.2 0.3
H 0.511666 1.264241 1.773737 0.1 0.1 0.3
H 1.749383 0.194568 1.214888 -0.2 -0.5 -0.3
H 0.929042 -0.189527 2.723281 0.0 0.4 0.2
H -0.693087 0.606989 -0.410281 -0.1 0.8 -0.1
```
Forces are in eV/Å.

Computed properties:
Kohn-Sham gap (spin up / spin down) in eV: 9.13 / 2.84
E_HOMO (spin up / spin down) in eV: -12.01 / -12.01
Electronic energy in eV: -40155.663
Maximum force in eV/Å: 3.10
Lowest unoccupied orbital energy (spin up / spin down) in eV: -2.89 / -9.18
Relative energy (zero: lowest compared OMol25 entry of this formula, charge and spin) in kJ/mol: 0.0
Spin multiplicity: 2
Net charge: +1

***

No. 2
Density functional theory data (wB97M-V/def2-TZVPD) for a cluster of 8 separate species, C22H61BF4N11O10 in total in a non-equilibrium geometry.

Structure (XYZ):
```
109
Properties=species:S:1:pos:R:3:forces:R:3
B 6.533356 -13.975970 -7.677946 -1.2 -0.5 0.4
F 7.392459 -14.963940 -7.172317 -0.1 0.5 0.4
F 5.201367 -14.065406 -7.231765 0.6 -0.5 0.2
F 6.936580 -12.658928 -7.261505 0.8 -0.5 -0.6
F 6.538700 -14.167152 -9.068884 0.0 0.7 -0.2
C 9.791742 -12.327753 -5.003003 0.6 -0.7 0.2
O 10.285852 -12.303126 -3.879246 -0.6 0.1 -0.4
N 9.808204 -13.446593 -5.807887 -0.1 0.4 -0.5
N 9.227314 -11.236873 -5.599945 0.5 -0.2 0.9
H 9.271482 -13.322465 -6.652592 -0.1 -0.5 0.0
H 9.688717 -14.349683 -5.384832 0.1 0.1 0.2
H 9.159094 -10.469384 -4.957465 -0.1 0.4 -0.6
H 8.963311 -11.237211 -6.565420 -0.3 0.2 0.0
C 9.529955 -12.559444 -10.202935 1.8 0.5 -0.4
O 10.403873 -12.372091 -11.048472 -0.3 -0.3 0.4
N 8.824884 -11.498204 -9.690984 -0.2 -1.1 0.4
N 9.278208 -13.768753 -9.623211 -0.9 0.0 0.5
H 9.004611 -10.594067 -10.077500 -0.4 0.0 -0.2
H 8.011008 -11.748918 -9.157524 -0.2 0.6 0.0
H 9.971926 -14.475295 -9.476025 0.3 0.2 -0.6
H 8.456484 -13.869971 -9.044034 0.2 -0.1 -0.2
C 3.038935 -12.187480 -5.361187 1.1 1.0 0.0
O 2.577001 -12.354494 -6.460651 -0.4 -0.1 0.7
N 4.401455 -11.911557 -5.148780 -0.7 -0.3 0.1
N 2.317854 -12.056752 -4.176771 -0.2 -0.3 -0.8
H 4.988715 -12.182231 -5.924059 0.0 -0.1 0.0
H 4.735790 -12.179312 -4.237464 0.3 0.0 -0.1
H 2.786698 -11.995783 -3.296925 -0.2 0.1 0.2
H 1.321709 -12.138549 -4.244479 0.0 -0.1 0.2
C 5.214173 -9.406900 -8.486812 0.0 -2.4 -0.2
O 4.144534 -9.977192 -8.596180 0.0 1.1 -0.4
N 6.328188 -10.142675 -8.132911 0.3 2.1 0.0
N 5.440088 -8.073994 -8.763405 -0.7 0.0 0.2
H 7.137898 -9.565791 -7.978556 0.4 -0.7 0.0
H 6.379256 -11.147802 -8.158701 -0.4 0.2 0.4
H 6.332641 -7.630913 -8.677136 0.1 -0.1 -0.2
H 4.762536 -7.687154 -9.395224 0.0 0.2 0.2
C 0.368059 -11.229297 -11.276092 -2.0 0.9 0.1
O 1.515302 -11.603027 -10.589233 -0.2 0.1 -1.5
C 2.319787 -12.408768 -11.420579 0.6 -1.8 0.9
C 3.465472 -12.923134 -10.559661 1.7 1.8 -0.2
N 3.156756 -13.452532 -9.253312 -1.1 -1.3 -0.2
C 2.414542 -14.728154 -9.389735 1.4 -0.4 -0.2
C 2.215168 -15.514202 -8.097820 0.1 1.8 -0.2
O 1.274430 -14.821727 -7.298321 -0.5 -0.6 -0.3
C 0.918426 -15.483855 -6.120263 -0.1 0.3 0.2
H -0.212646 -12.045181 -11.734740 0.5 -0.4 0.1
H 0.426810 -10.454169 -12.061009 0.9 -0.2 -0.1
H -0.355672 -10.761672 -10.594777 0.4 -0.2 0.4
H 2.749540 -11.969340 -12.328550 -0.1 0.7 0.2
H 1.779611 -13.288795 -11.808577 -0.5 0.2 0.2
H 4.082705 -12.027280 -10.388871 -0.2 0.1 0.4
H 4.189242 -13.492369 -11.168942 -0.6 -0.7 -0.2
H 4.026409 -13.788883 -8.840312 -0.1 0.8 0.1
H 3.128728 -15.357812 -9.955240 -0.6 -0.5 -0.4
H 1.486170 -14.655988 -9.957654 0.0 0.3 0.1
H 3.167205 -15.486410 -7.552871 0.1 -0.6 -0.1
H 1.876959 -16.509993 -8.406499 0.0 -0.2 0.5
H -0.054925 -15.084842 -5.821025 0.0 -0.2 0.0
H 1.599144 -15.268452 -5.281158 0.2 -0.1 -0.2
H 0.856356 -16.572528 -6.252070 -0.1 0.0 0.0
C 2.529041 -15.881329 -16.492292 -0.7 0.7 -0.2
O 3.186177 -16.501368 -15.430969 1.1 0.9 0.3
C 2.572057 -16.341620 -14.172356 -2.2 -2.0 0.3
C 3.466356 -16.808235 -13.053921 1.0 0.4 -0.6
N 4.531810 -15.809795 -12.924894 -0.2 -0.5 1.1
C 5.503970 -16.115342 -11.876236 0.0 0.9 0.6
C 6.316161 -17.393081 -12.067856 1.3 1.5 -1.6
O 7.715401 -17.150952 -11.816669 -0.2 -1.4 1.1
C 8.079016 -17.296227 -10.436052 -0.7 0.4 -0.5
H 1.985415 -14.969721 -16.208252 -0.1 -0.2 0.4
H 1.801439 -16.567116 -16.937141 0.0 0.0 -0.2
H 3.220044 -15.492368 -17.241297 0.3 -0.6 0.0
H 1.703973 -17.032124 -14.200812 0.0 0.0 0.2
H 2.071297 -15.392268 -13.957975 0.8 0.5 -0.3
H 3.859860 -17.813804 -13.275579 0.0 0.0 -0.3
H 2.923991 -16.972050 -12.120379 -0.1 0.6 0.1
H 4.995226 -15.692957 -13.816703 0.0 -0.1 0.0
H 5.041018 -16.053205 -10.884791 -0.4 -0.3 -0.2
H 6.194531 -15.268985 -11.805476 0.2 -0.2 -0.4
H 6.436246 -17.479258 -13.154721 -0.9 -0.7 0.0
H 5.857067 -18.267852 -11.606035 0.5 -0.2 0.2
H 7.804745 -16.344727 -9.973908 0.4 -0.2 0.6
H 9.133917 -17.552955 -10.356408 0.1 0.4 -0.1
H 7.535314 -18.124228 -9.967777 -0.2 0.1 0.0
C 2.226735 -19.898732 -11.517586 -0.5 -1.1 -0.3
O 2.289066 -19.400816 -10.213016 0.5 0.6 -0.1
C 2.947351 -20.282145 -9.335944 0.1 0.4 0.5
C 3.006433 -19.747396 -7.903320 -0.5 -0.2 -0.8
N 4.181914 -18.992790 -7.611684 0.6 -0.5 0.8
C 4.242032 -18.427364 -6.285814 1.2 1.2 -0.5
C 4.278869 -19.440268 -5.179340 -1.5 -0.9 0.6
O 5.268101 -20.411174 -5.412151 0.8 0.6 0.3
C 5.264264 -21.402593 -4.427650 -1.0 -0.4 0.0
H 3.172698 -20.261535 -11.944023 0.3 0.4 0.3
H 1.789519 -19.173210 -12.199487 0.0 0.2 0.2
H 1.583483 -20.794805 -11.512900 -0.1 0.1 -0.2
H 3.991881 -20.449736 -9.634784 -0.1 -0.1 -0.2
H 2.435744 -21.252780 -9.312337 -0.1 0.0 -0.2
H 2.967522 -20.704327 -7.365751 0.3 0.4 0.7
H 2.116230 -19.157624 -7.632944 -0.3 -0.3 -0.3
H 4.633570 -18.428294 -8.308506 -0.5 0.0 -0.3
H 3.554621 -17.578875 -6.141350 -0.7 -0.6 0.4
H 5.177923 -17.870895 -6.214890 0.4 -0.2 -0.1
H 3.325174 -19.990595 -5.065703 -0.2 0.1 -0.5
H 4.332162 -18.991369 -4.178414 0.7 0.4 -0.1
H 5.323211 -21.054443 -3.387935 0.4 0.4 -0.1
H 6.050099 -22.120339 -4.643148 0.1 0.1 0.0
H 4.282900 -21.907046 -4.460470 0.2 -0.3 -0.1
```
Forces are in eV/Å.

Computed properties:
Kohn-Sham gap in eV: 7.63
E_HOMO in eV: -5.28
Electronic energy in eV: -72222.872
Maximum force in eV/Å: 2.97
Lowest unoccupied orbital energy in eV: 2.35
Relative energy (zero: lowest compared OMol25 entry of this formula, charge and spin) in kJ/mol: 196.5
Spin multiplicity: 1
Net charge: -1

***

Look up the spin multiplicity of the second one. 1

***

Among the records above, which one has the lowest relative energy (zero: lowest compared OMol25 entry of this formula, charge and spin)? C22H60O8

***

What is the relative energy (zero: lowest compared OMol25 entry of this formula, charge and spin) in the second record? 196.5 kJ/mol

***

Which of these has the lowest maximum force? C22H61BF4N11O10